Record 1
C9H11N5 in the gas phase. Source: OMol25; level of theory: wB97M-V/def2-TZVPD.

XYZ file:
```
25
Properties=species:S:1:pos:R:3:forces:R:3:lowdin_charge:R:1
C 2.774225 1.873975 -0.107708 -0.2 0.2 -0.2 -0.2300
C 1.407563 1.162964 -0.230807 1.9 0.2 -0.8 -0.2574
C 0.489431 1.784135 -1.078443 -1.9 -1.1 -1.2 -0.0488
C -0.706553 1.143991 -1.422974 0.5 0.4 0.1 -0.0050
C -1.023312 -0.113185 -0.830319 -0.4 -0.4 1.1 -0.1905
C -2.496456 -1.807169 -0.405826 -1.0 -0.7 0.3 -0.4687
C -0.587519 -1.846573 0.825879 0.0 -1.0 0.5 -0.3283
C -0.102236 -0.682348 0.144070 -1.3 0.7 -1.3 -0.0985
C 1.137943 -0.056516 0.333245 1.2 -0.7 0.9 -0.0104
H 2.101725 2.698273 1.680247 0.5 0.1 -0.7 0.0774
H 2.080369 3.770696 0.463684 -0.1 0.1 -0.5 0.0509
H 3.081365 2.368092 -1.101133 -0.4 -1.1 1.4 0.1287
H 3.596325 1.145900 0.229734 -1.2 1.2 -0.4 0.1230
H 0.713001 2.678413 -1.658877 0.2 0.0 0.5 0.1130
H -1.385919 1.638835 -2.155001 0.5 -0.8 0.7 0.1197
H -4.246291 -1.852380 -1.453338 0.9 -1.0 1.5 0.1235
H -4.195382 -2.996766 -0.124931 -0.2 -0.6 0.7 0.0677
H -0.427473 -3.277767 2.142627 0.6 0.4 0.3 0.0952
H 0.763738 -1.994095 2.460643 -1.2 -0.9 -1.3 0.1203
H 1.965802 -0.585941 0.901745 -1.2 0.7 -0.6 0.1349
N 2.608026 2.999768 0.832453 0.6 -0.6 1.2 -0.0240
N -2.244010 -0.721528 -1.083767 1.7 1.0 0.0 0.1245
N -3.707575 -2.382108 -0.718489 -0.1 1.5 -2.0 0.1163
N -1.758590 -2.422270 0.577204 0.4 1.2 -0.8 0.1537
N 0.161805 -2.526394 1.780080 0.3 1.0 0.5 0.1129
```
Forces are in eV/Å.

Properties
* gap between HOMO and LUMO: 8.25 eV
* energy relative to the best compared isomer or geometry (same formula, charge and spin): 9.6 kcal/mol
* M: 189.22 g mol⁻¹
* SMILES: NCc1ccc2nc(N)nc(N)c2c1
* HOMO: -7.9 eV

=====

Record 2
C5H10O2 in the gas phase. Source: OMol25; level of theory: wB97M-V/def2-TZVPD.

XYZ file:
```
17
Properties=species:S:1:pos:R:3:forces:R:3:lowdin_charge:R:1
C 0.171391 1.678641 -1.604591 0.0 -0.3 0.0 -0.0725
C -0.007945 1.573596 -0.093147 0.0 0.2 0.0 -0.2497
O -0.729490 0.397191 0.264052 -0.1 -0.1 0.1 -0.1330
C 0.035471 -0.650325 0.818148 0.1 -0.1 0.2 -0.3891
C -0.928456 -1.698669 1.365744 0.0 0.0 0.0 -0.0262
C 0.906517 -1.268141 -0.265905 0.3 -0.1 0.0 -0.2238
O 2.083276 -1.507592 -0.151538 -0.5 0.1 0.0 0.0694
H 0.270169 2.711274 -1.926492 0.1 0.2 0.0 0.0698
H 1.052450 1.135502 -1.964267 -0.2 0.0 0.1 0.0722
H -0.722504 1.260698 -2.080557 0.2 0.1 0.0 0.0824
H 0.953791 1.599809 0.439345 -0.1 0.0 -0.1 0.1237
H -0.607982 2.412790 0.273747 0.1 -0.1 -0.1 0.1178
H 0.693757 -0.282283 1.619192 -0.1 0.0 -0.1 0.1520
H -0.380628 -2.538478 1.807306 0.0 0.2 -0.1 0.0903
H -1.566707 -1.256419 2.136488 0.1 0.0 -0.1 0.0872
H -1.574993 -2.082931 0.569311 0.1 0.1 0.1 0.0874
H 0.351883 -1.484663 -1.206836 0.1 0.0 0.1 0.1419
```
Forces are in eV/Å.

Properties
* gap between HOMO and LUMO: 10.62 eV
* energy relative to the best compared isomer or geometry (same formula, charge and spin): 40.1 kcal/mol
* M: 102.13 g mol⁻¹
* SMILES: CCO[C@@H](C)C=O
* HOMO: -9.6 eV

=====

Record 3
3 unconnected molecules or ions with the total composition C2H10N2O2. Source: OMol25; level of theory: wB97M-V/def2-TZVPD.

XYZ file:
```
16
Properties=species:S:1:pos:R:3:forces:R:3:lowdin_charge:R:1
C -1.985631 -0.322373 -1.464927 1.3 2.0 -5.0 -0.2576
C -3.122141 -0.429078 -0.869274 -1.1 -0.5 2.7 -0.2604
N -3.606972 0.622368 -0.088049 1.1 1.4 -3.4 0.0263
N -1.450605 -1.312661 -2.364776 -2.0 -2.4 1.7 -0.0098
H -1.923578 0.753423 -1.921438 1.1 -1.5 1.4 0.1447
H -3.573390 -1.415428 -0.814851 -0.5 0.2 0.4 0.1189
H -4.045306 0.301342 0.688008 -1.3 -0.2 3.0 0.0255
H -3.009225 1.482064 -0.101354 -1.1 -1.5 0.6 0.1125
H -1.143337 -0.875891 -3.150171 1.6 1.7 -2.6 0.0026
H -2.177650 -1.957040 -2.784438 0.8 0.8 1.2 0.0972
H 3.049822 -0.781010 3.819113 -0.3 -0.2 0.1 0.0222
H 4.023945 0.343471 3.540593 0.2 -1.0 0.0 0.0465
O 3.958198 -0.638659 3.556837 0.2 1.3 -0.1 -0.0686
H 4.302924 0.966106 0.878554 2.8 1.2 -0.2 0.0798
H 5.445943 1.905577 0.123241 -0.8 -1.3 1.7 0.0626
O 5.257007 1.357791 0.952935 -2.0 0.1 -1.5 -0.1426
```
Forces are in eV/Å.

Properties
* gap between HOMO and LUMO: 8.32 eV
* energy relative to the best compared isomer or geometry (same formula, charge and spin): 58.9 kcal/mol
* M: 94.11 g mol⁻¹
* SMILES: N/C=C/N.O.O
* HOMO: -7.6 eV